Formula: C46H34AlIN3PTe
Source: the Open Molecules 2025 dataset
Level of theory: ωB97M-V/def2-TZVPD

ΔE to the lowest compared entry with this formula, charge and spin   42.7 kcal per mole
DFT total energy   -83990.847 eV
E_HOMO   -13.1 eV
Gap between HOMO and LUMO   6.52 eV

Geometry as ORCA input:
```
! wB97M-V def2-TZVPD RIJCOSX def2/J DEFGRID3
* xyz 2 1
Al -0.04157 -0.28241 -0.14168
N 3.35208 -7.02203 -6.95963
C 2.94573 -6.20533 -6.26202
C 2.43508 -5.21615 -5.36093
C 3.19799 -4.09378 -5.03982
C 2.71912 -3.17813 -4.12411
C 1.46537 -3.35211 -3.52907
C 0.69738 -4.46502 -3.88105
C 1.17824 -5.39298 -4.78436
C 0.99434 -2.42655 -2.48091
C -0.30646 -1.91100 -2.56931
C -1.23780 -2.10205 -3.60236
C -2.43503 -1.52605 -3.19661
C -2.20010 -0.97813 -1.94810
N -0.91669 -1.17616 -1.55235
C 1.81735 -2.22364 -1.35909
C 2.96755 -2.98279 -1.06629
C 3.34803 -2.68280 0.22658
C 2.43313 -1.75633 0.69249
N 1.49635 -1.43240 -0.23113
H 4.16816 -3.95691 -5.49701
H 3.30774 -2.30436 -3.87777
H -0.25569 -4.63271 -3.39784
H 0.59431 -6.26620 -5.04006
H -1.03629 -2.59515 -4.53862
H -3.36521 -1.49047 -3.73902
H -2.91751 -0.49827 -1.30090
H 3.41866 -3.70918 -1.71767
H 4.16371 -3.09772 0.79455
H 2.40269 -1.38477 1.69061
I -2.78630 1.16336 2.83140
C -1.82819 2.89059 3.60165
C -2.66515 3.93013 3.89015
C -2.19702 5.02564 4.63444
C -0.94126 4.99065 5.15740
C -0.06828 3.91111 4.88815
C 1.18104 3.84723 5.53996
C 2.04399 2.81777 5.31161
C 1.73845 1.88731 4.31160
C 0.53943 1.90796 3.63324
P 0.54653 0.76081 2.17999
C 2.19674 1.27429 1.47342
C 1.98651 2.22684 0.47043
C 3.04643 2.82569 -0.19787
C 4.34317 2.45327 0.11064
C 4.56776 1.51332 1.10717
C 3.51092 0.93731 1.79330
C 0.28812 -0.86111 3.02708
C -0.58769 -1.75216 2.39417
C -0.96369 -2.95529 2.95268
C -0.47506 -3.28456 4.20957
C 0.35754 -2.40438 4.87966
C 0.73102 -1.19778 4.30264
C -0.46237 2.86204 3.99511
H -3.70169 3.90184 3.58367
H -2.86328 5.85312 4.83408
H -0.59180 5.78487 5.80435
H 1.42727 4.63077 6.24546
H 2.97874 2.74282 5.84940
H 2.49201 1.15886 4.05398
H 0.98117 2.58111 0.27386
H 2.85878 3.58218 -0.94810
H 5.18081 2.90232 -0.40533
H 5.57963 1.22725 1.36219
H 3.74132 0.22585 2.57520
H -1.09045 -1.46505 1.46186
H -1.64794 -3.61389 2.43492
H -0.77432 -4.21439 4.67345
H 0.70968 -2.65106 5.87224
H 1.36907 -0.52573 4.85848
C -1.67206 2.19917 -2.65913
Te -1.46015 2.05078 -0.52188
C -3.59972 1.77127 -0.51595
C -4.05872 1.83996 -1.94655
C -5.41631 1.73707 -2.24178
C -5.84985 1.83276 -3.55206
C -4.93088 2.02600 -4.57559
C -3.58200 2.12820 -4.28520
C -3.13860 2.03823 -2.96874
H -1.06062 1.44816 -3.16018
H -1.31863 3.18386 -2.96425
H -3.99781 2.59486 0.07674
H -3.88208 0.84343 -0.01956
H -6.13303 1.59530 -1.44191
H -6.90633 1.76770 -3.77369
H -5.26743 2.10305 -5.60045
H -2.86807 2.29090 -5.08369
*
```

Atom charges from the Mulliken analysis, given in e for atoms 1 to 4: 0.41, -0.43, -0.20, 0.53